(a)
The following is a DFT calculation (ωB97M-V/def2-TZVPD) of a 2-piece molecular cluster, CH4N3P overall.

Its structure (SMILES) is [H]/N=P/C#N.N. The calculation puts the HOMO energy at -0.3736 hartree. The value obtained for the orbital gap is 8.28 eV.

```
! RIJCOSX wB97M-V def2-TZVPD def2/J DEFGRID3
* xyz 0 1
H -0.12692 -2.51093 -0.63168
N -0.19879 -1.61051 -0.15594
P -1.36293 -0.62587 -0.68254
C -1.36109 0.86739 0.28900
N -1.59792 1.99205 0.46874
N 1.49579 0.61588 0.10322
H 1.05740 0.59649 1.10701
H 0.70243 0.97537 -0.53421
H 1.39203 -0.29988 0.03639
*
```

Atomic partial charges in e from the Löwdin method, atoms 1 to 2: -0.018, -0.290



(b)
The following is a DFT calculation (ωB97M-V/def2-TZVPD) of one molecule with the formula CH4N3P.

The calculation puts the HOMO energy (alpha / beta) at -0.2861 / -0.3076 hartree. The value obtained for the orbital gap (alpha / beta) is 6.75 / 8.22 eV.

```
! RIJCOSX wB97M-V def2-TZVPD def2/J DEFGRID3
* xyz 0 1
C 0.37531 0.45174 -0.87303
N -0.42919 0.38558 0.35772
N -0.18305 -0.42718 1.21501
N 0.12667 -0.45837 2.41777
P -0.47719 -0.54688 -1.98385
H 0.35933 1.47591 -1.10928
H 1.44698 0.03417 -0.53448
H 0.19216 -1.39214 2.86412
H -1.41101 0.47716 -2.35400
*
```

Atomic partial charges in e from the Löwdin method, atoms 1 to 2: -0.668, -0.072



Computed stability ranking, most favorable first: (a), (b)



(a)
The following is a DFT calculation (ωB97M-V/def2-TZVPD) of a 2-piece molecular cluster, C4H8NO overall.

The calculation puts the HOMO energy (alpha / beta) at -0.3504 / -0.5809 hartree. The value obtained for the orbital gap (alpha / beta) is 3.93 / 10.40 eV.

```
! RIJCOSX wB97M-V def2-TZVPD def2/J DEFGRID3
* xyz 1 3
C -3.65884 0.59526 0.19526
C 1.27967 0.87630 1.70027
C -2.23970 -0.86153 -1.15810
C 0.86901 0.17870 -0.50473
N 1.36847 -0.02701 0.75509
O -2.88392 -0.19014 -0.44298
H -3.40377 1.68842 0.00680
H -3.80444 0.20088 1.21740
H 1.01135 1.88296 1.35120
H 1.61738 -0.91606 0.95332
H 1.25662 0.34680 2.69998
H 0.97046 1.24552 -0.84603
H 1.26161 -0.46861 -1.31887
H -0.28304 -0.03465 -0.51893
*
```

Atomic partial charges in e from the Löwdin method, atoms 1 to 2: 0.070, 0.134



(b)
The following is a DFT calculation (ωB97M-V/def2-TZVPD) of an isolated ion of composition C4H8NO and charge +1.

The calculation puts the HOMO energy (alpha / beta) at -0.4419 / -0.5741 hartree. The value obtained for the orbital gap (alpha / beta) is 8.58 / 6.26 eV.

```
! RIJCOSX wB97M-V def2-TZVPD def2/J DEFGRID3
* xyz 1 3
C -0.95648 -0.26531 -0.34904
C 0.82407 1.62971 -0.58980
C 0.54099 0.25350 -0.13212
C 1.56924 -0.69587 0.37029
N -1.92664 0.60088 0.25580
O 0.44902 1.56850 0.61364
H -1.33910 -0.35644 -1.40186
H -0.92349 -1.19829 0.07650
H 0.62351 2.35687 -1.38480
H 1.69330 -1.47142 -0.47002
H 1.11444 -1.22893 1.30834
H 2.65925 -0.27196 0.49468
H -1.95209 1.48543 -0.21195
H -1.79012 0.67725 1.20846
*
```

Atomic partial charges in e from the Löwdin method, atoms 1 to 2: -0.064, -0.083



Computed stability ranking, most favorable first: (b), (a)



(a)
The following is a DFT calculation (ωB97M-V/def2-TZVPD) of a 2-piece molecular cluster, C7H14Si overall.

Its structure (SMILES) is C1[C@H]2C[C@@H]12.C=[Si](C)C. The calculation puts the HOMO energy at -0.2810 hartree. The value obtained for the orbital gap is 8.34 eV.

```
! RIJCOSX wB97M-V def2-TZVPD def2/J DEFGRID3
* xyz 0 1
C 0.53022 -0.56952 -3.75938
C -0.71903 -0.58702 -2.86610
C -0.01721 0.20787 -1.83570
C 0.57919 -1.05780 -2.35920
H 0.69395 -1.34427 -4.50055
H 1.06916 0.29100 -3.99656
H -1.67710 -0.97052 -3.04415
H 0.51657 0.97584 -2.23001
H -0.56728 0.32866 -0.81802
H 0.80546 -1.86222 -1.75789
C -1.52488 1.69601 1.88320
Si -0.29402 0.50322 2.23477
C -0.57264 -1.01268 3.41357
C 1.41154 0.71587 1.53647
H -1.80966 1.96433 0.89533
H -2.28010 1.92692 2.67555
H -0.03458 -0.81543 4.24496
H -1.55048 -0.96434 3.54234
H -0.35481 -1.84324 2.83365
H 1.94763 -0.06136 0.93745
H 1.59400 1.52965 0.78493
H 2.25405 0.94902 2.18536
*
```

Atomic partial charges in e from the Löwdin method, atoms 1 to 2: -0.086, -0.156



(b)
The following is a DFT calculation (ωB97M-V/def2-TZVPD) of one molecule with the formula C7H14Si.

Its structure (SMILES) is CC#C[Si@@H](C)C(C)C. The calculation puts the HOMO energy at -0.3484 hartree. The value obtained for the orbital gap is 10.42 eV.

```
! RIJCOSX wB97M-V def2-TZVPD def2/J DEFGRID3
* xyz 0 1
C 4.08878 0.68143 0.07707
C 2.70495 0.21630 -0.10525
C 1.57427 -0.20528 -0.16557
Si -0.17322 -0.92256 -0.24592
C -0.43118 -2.57441 0.60309
C -1.31420 0.49617 0.27896
C -2.76891 0.26298 -0.19853
C -0.99822 1.96131 -0.19675
H 4.29732 1.83086 0.18114
H 4.58404 0.22398 0.95005
H 4.69322 0.60523 -0.89526
H -0.71390 -1.27284 -1.88718
H -0.21377 -3.55778 0.15352
H 0.08036 -2.54322 1.59140
H -1.54055 -2.67278 0.58529
H -1.44298 0.42352 1.31350
H -2.83209 0.41666 -1.30905
H -3.12537 -0.86689 -0.03473
H -3.43655 0.99073 0.22531
H -1.40658 2.01293 -1.25760
H 0.07342 2.11092 -0.12714
H -1.69885 2.38273 0.46363
*
```

Atomic partial charges in e from the Löwdin method, atoms 1 to 2: -0.137, -0.180



Computed stability ranking, most favorable first: (b), (a)



(a)
The following is a DFT calculation (ωB97M-V/def2-TZVPD) of an isolated ion of composition C4H13N2S2 and charge +1.

Its structure (SMILES) is CNC[C@H]([NH3+])CSS. The calculation puts the HOMO energy at -0.4683 hartree. The value obtained for the orbital gap is 9.37 eV.

```
! RIJCOSX wB97M-V def2-TZVPD def2/J DEFGRID3
* xyz 1 1
C -2.86646 -0.59713 -0.83573
N -1.53572 0.00491 -1.04933
C -0.87181 0.57280 0.11147
C 0.55623 0.03403 0.17884
N 0.37688 -1.46890 0.41176
C 1.45895 0.71072 1.18618
S 3.24823 0.29432 0.67271
S 4.24319 1.93673 -0.05396
H -2.73399 -1.37958 -0.09724
H -3.62532 0.10159 -0.47639
H -3.12954 -1.09423 -1.76631
H -1.59265 0.63122 -1.82599
H -0.88549 1.66266 0.14550
H -1.40417 0.22793 1.00719
H 1.00028 0.01332 -0.81411
H 0.25505 -1.79859 1.37516
H 1.19439 -1.99071 0.06764
H -0.40764 -1.81192 -0.16030
H 1.46151 0.29331 2.18779
H 1.20059 1.76514 1.16164
H 4.05751 1.89238 -1.42654
*
```

Atomic partial charges in e from the Löwdin method, atoms 1 to 2: -0.094, -0.130



(b)
The following is a DFT calculation (ωB97M-V/def2-TZVPD) of a 2-piece molecular cluster, C4H13N2S2 overall.

The calculation puts the HOMO energy at -0.4833 hartree. The value obtained for the orbital gap is 9.87 eV.

```
! RIJCOSX wB97M-V def2-TZVPD def2/J DEFGRID3
* xyz 1 1
C 2.60124 0.47556 -2.43462
N 1.89788 0.05909 -1.21496
C 2.50697 0.04471 -0.06280
N 1.91942 -0.14350 1.09769
H 2.98930 1.48771 -2.33531
H 1.89414 0.41871 -3.25324
H 3.44341 -0.19361 -2.63223
H 0.89424 -0.05808 -1.20629
H 3.57946 0.22674 -0.03698
H 0.89215 -0.35286 1.16541
H 2.51363 -0.11574 1.91054
C -1.89586 -0.29970 -2.12118
C -1.98684 0.26894 -0.72143
S -1.11564 -0.77189 0.56881
S -1.40836 0.47335 2.25240
H -2.15507 -1.35349 -2.16668
H -0.88299 -0.16210 -2.52304
H -2.62910 0.20231 -2.76654
H -3.00379 0.26303 -0.34366
H -1.56288 1.27288 -0.64770
H -0.26368 1.15490 1.96829
*
```

Atomic partial charges in e from the Löwdin method, atoms 1 to 2: -0.019, 0.024



Computed stability ranking, most favorable first: (b), (a)



(a)
The following is a DFT calculation (ωB97M-V/def2-TZVPD) of a 13-piece molecular cluster, C4H24BO20 overall.

The calculation puts the HOMO energy at -0.3010 hartree. The value obtained for the orbital gap is 10.11 eV.

```
! RIJCOSX wB97M-V def2-TZVPD def2/J DEFGRID3
* xyz -1 1
O 0.34000 0.60333 2.68343
C 0.07294 0.33865 1.53844
O 0.15419 1.12459 0.50559
B -0.58288 0.47258 -0.61961
O -0.81686 -0.91745 -0.16743
C -0.49037 -1.00905 1.11377
O -0.57265 -2.02455 1.75120
O 0.19235 0.41453 -1.89076
C -0.42186 1.14932 -2.80877
O -0.00791 1.29663 -3.91132
C -1.68930 1.72245 -2.20871
O -1.77242 1.26901 -0.97702
O -2.42416 2.55130 -2.65795
O -1.01532 -3.14732 -2.82858
H -0.15374 -3.16824 -3.25719
H -0.85868 -2.66697 -2.00074
O -1.30421 -4.27828 0.34623
H -2.00645 -4.84354 0.00589
H -1.75937 -3.49082 0.66697
O -2.45228 4.43494 -5.32437
H -2.74288 3.68198 -4.79627
H -1.92255 4.96042 -4.70892
O 0.01582 4.51261 0.21335
H -0.58731 4.07985 0.82801
H 0.71569 3.86487 0.06614
O -3.21759 -2.88476 2.25508
H -2.40144 -2.40625 2.46361
H -3.44330 -3.34860 3.06847
O 2.74478 1.35476 4.46964
H 1.90728 1.73680 4.18299
H 2.92799 0.67832 3.81195
O 0.68203 -1.53625 4.72271
H -0.03967 -1.11394 5.19704
H 0.30040 -1.78305 3.86836
O -1.45698 5.31999 -2.62527
H -1.62440 4.36772 -2.53505
H -0.84657 5.52790 -1.90735
O 2.57735 -1.52842 0.04254
H 3.13993 -0.96980 0.59023
H 2.15587 -2.13289 0.66916
O 3.51211 0.29981 -3.03617
H 4.12099 -0.41514 -2.82276
H 2.64188 -0.02906 -2.76905
O 3.64683 1.85799 0.01417
H 2.92138 1.76672 0.64425
H 3.88569 0.95531 -0.21954
O -0.49228 -5.42926 3.10968
H -0.83508 -6.30816 2.92361
H -0.71698 -4.91059 2.32033
*
```

Atomic partial charges in e from the Löwdin method, atoms 1 to 2: 0.146, -0.403



(b)
The following is a DFT calculation (ωB97M-V/def2-TZVPD) of a 13-piece molecular cluster, C4H24BO20 overall.

The calculation puts the HOMO energy at -0.3128 hartree. The value obtained for the orbital gap is 10.70 eV.

```
! RIJCOSX wB97M-V def2-TZVPD def2/J DEFGRID3
* xyz -1 1
O -0.95793 -0.46957 2.59944
C -0.43577 -0.00446 1.62285
O 0.28281 -0.64988 0.73399
B 0.51765 0.24689 -0.43161
O 0.11556 1.56704 0.01895
C -0.44025 1.49229 1.22916
O -0.91406 2.39047 1.84538
O -0.29924 -0.25083 -1.56390
C 0.48352 -0.49427 -2.61184
O 0.17888 -1.11106 -3.58703
C 1.94258 -0.20734 -2.16354
O 1.90034 0.20267 -0.90474
O 2.91817 -0.36213 -2.83343
O -2.16861 -1.86158 -5.15567
H -1.41955 -1.27447 -4.99437
H -2.73780 -1.71839 -4.39460
O -1.19743 -2.05608 5.74560
H -1.44779 -1.88346 4.83003
H -1.70810 -1.42544 6.26137
O -2.58186 4.36953 0.05514
H -1.66810 4.66657 0.08529
H -2.83244 4.29099 0.98072
O 2.85155 2.40429 1.37807
H 2.96502 1.75338 0.67571
H 2.57300 3.20282 0.92058
O -3.93764 -1.47607 1.09641
H -3.11735 -1.09173 1.42502
H -4.62297 -1.09394 1.65122
O -1.80247 2.06730 -3.03966
H -1.07581 1.76365 -2.48492
H -1.38325 2.56246 -3.74908
O 1.02122 -0.02173 4.81137
H 0.36923 -0.14327 4.11044
H 0.86972 -0.78612 5.37839
O -0.30117 4.48752 3.88013
H -0.31868 4.13931 2.98106
H -0.16582 3.70229 4.41932
O 2.36051 -2.91730 0.13774
H 2.60265 -3.21901 1.01725
H 1.74661 -2.19133 0.29818
O -1.48898 -3.33863 -0.91238
H -2.38511 -2.99680 -0.83083
H -1.08838 -2.81234 -1.61240
O 0.24271 -4.27339 -4.23997
H 0.21512 -3.64274 -4.96583
H 1.12362 -4.18026 -3.86504
O 5.35709 1.09051 -2.13062
H 4.47451 0.86654 -2.45885
H 5.38449 0.68709 -1.25850
*
```

Atomic partial charges in e from the Löwdin method, atoms 1 to 2: 0.129, -0.364



Computed stability ranking, most favorable first: (a), (b)



(a)
The following is a DFT calculation (ωB97M-V/def2-TZVPD) of one molecule with the formula C2H3BrO2.

Its structure (SMILES) is BrCC1OO1. The calculation puts the HOMO energy at -0.3737 hartree. The value obtained for the orbital gap is 10.70 eV.

```
! RIJCOSX wB97M-V def2-TZVPD def2/J DEFGRID3
* xyz 0 1
Br -2.29660 0.30596 -0.03616
C -0.41489 0.08928 0.45986
C 0.55326 0.96182 -0.29880
O 1.49559 1.81131 0.26836
O 1.97343 0.59376 -0.17697
H -0.11939 0.24604 1.60184
H -0.04220 -0.96756 0.17115
H 0.32622 1.32405 -1.36509
*
```

Atomic partial charges in e from the Löwdin method, atoms 1 to 2: 0.623, -0.572



(b)
The following is a DFT calculation (ωB97M-V/def2-TZVPD) of a 2-piece molecular cluster, C2H3BrO2 overall.

The calculation puts the HOMO energy (alpha / beta) at -0.3946 / -0.3473 hartree. The value obtained for the orbital gap (alpha / beta) is 9.54 / 8.60 eV.

```
! RIJCOSX wB97M-V def2-TZVPD def2/J DEFGRID3
* xyz 0 1
C 0.90701 0.60152 0.28790
C -0.56602 0.56854 0.12112
O 1.82755 0.52719 -0.71541
O 1.67947 1.71968 0.07777
Br -1.50904 0.90521 1.65894
H 1.17231 -0.16158 1.05702
H -0.36446 -1.77889 -0.55516
H -0.92688 1.06172 -0.84238
*
```

Atomic partial charges in e from the Löwdin method, atoms 1 to 2: -0.604, -0.612



Computed stability ranking, most favorable first: (a), (b)